{
  "formula": "C4H12N2O",
  "method": "ωB97M-V/def2-TZVPD",
  "symbols": ["N", "C", "C", "N", "C", "C", "O", "H", "H", "H", "H", "H", "H", "H", "H", "H", "H", "H", "H"],
  "positions_angstrom": [[-2.71, -0.52, 0.20], [-1.36, -0.88, -0.27], [-0.26, 0.12, 0.19], [-0.74, 1.48, -0.11], [1.02, -0.18, -0.59], [2.26, -0.16, 0.31], [2.53, 1.15, 0.83], [-3.33, -0.68, -0.58], [-3.01, -1.20, 0.89], [-1.02, -1.86, -0.01], [-1.32, -0.66, -1.34], [-0.15, 0.05, 1.28], [-1.67, 1.56, 0.29], [-0.13, 2.13, 0.36], [0.96, 0.47, -1.47], [1.05, -1.20, -1.00], [2.03, -0.78, 1.15], [3.15, -0.53, -0.20], [2.71, 1.71, 0.07]],
  "lumo_energy_ev": 1.0,
  "total_charge": 0,
  "smiles": "NC[C@H](N)CCO",
  "spin_multiplicity": 1,
  "energy_ev": -9369.7965
}

{
  "formula": "C4H12N2O",
  "method": "ωB97M-V/def2-TZVPD",
  "symbols": ["C", "C", "C", "C", "N", "N", "O", "H", "H", "H", "H", "H", "H", "H", "H", "H", "H", "H", "H"],
  "positions_angstrom": [[0.72, -0.94, 0.55], [-1.12, -0.81, -0.11], [1.17, 1.81, -0.76], [-1.93, 0.29, 0.58], [1.52, -0.52, -0.50], [0.98, 0.48, -1.32], [1.09, -2.19, 0.98], [0.81, -2.31, 1.90], [1.86, -1.30, -1.05], [-0.14, 0.21, -1.20], [0.62, -0.19, 1.34], [-1.40, -1.78, 0.33], [-1.46, -0.99, -1.14], [0.75, 2.52, -1.46], [2.24, 2.01, -0.65], [0.69, 1.97, 0.22], [-1.80, 1.24, 0.07], [-1.61, 0.43, 1.61], [-2.99, 0.06, 0.60]],
  "lumo_energy_ev": 0.7,
  "total_charge": 0,
  "spin_multiplicity": 1,
  "energy_ev": -9367.0861
}

- What is the formula in the second record?
  C4H12N2O